The following is a quantum chemistry calculation of a structure of composition C17H15N3O3S2Tl, from OMol25.

Calculated values
gap between HOMO and LUMO (spin up / spin down): 3.689 / 5.058 eV
net charge: +1
E_LUMO (spin up / spin down): -7.71 / -6.35 eV

Element x y z (Å)
Tl: -0.65 -1.72 -0.76
S: -3.33 -3.21 -2.37
S: -3.71 -1.95 -0.72
O: -3.52 -2.71 0.52
O: -2.67 -0.76 -0.91
O: -4.99 -1.26 -0.81
N: 0.45 1.14 0.17
N: 1.98 -0.43 -1.46
N: -0.99 -0.25 1.82
C: -2.63 -0.56 3.51
C: 3.95 -0.80 -2.85
C: -1.04 -2.46 2.61
C: -0.47 1.85 0.83
C: -2.11 1.69 2.73
C: 2.81 -1.24 -2.15
C: 2.48 -2.73 -2.20
C: 0.06 3.91 -0.38
C: -0.68 3.29 0.61
C: 3.33 1.44 -2.16
C: -1.24 1.08 1.81
C: 1.08 3.20 -1.00
C: -1.57 -1.06 2.65
C: 4.22 0.62 -2.86
C: -2.87 0.81 3.53
C: 1.23 1.74 -0.75
C: 2.21 0.91 -1.48
H: 1.70 3.69 -1.78
H: -1.32 -2.97 3.55
H: 2.55 -3.21 -1.22
H: -0.18 4.94 -0.65
H: -3.22 -1.29 4.09
H: 4.59 -1.49 -3.37
H: 0.03 -2.49 2.37
H: 5.12 0.98 -3.43
H: 3.28 -3.22 -2.81
H: 3.46 2.49 -2.07
H: -2.11 2.75 2.94
H: 1.47 -2.89 -2.60
H: -1.58 -2.97 1.81
H: -1.39 3.94 1.13
H: -3.73 1.20 4.08

The following is a quantum chemistry calculation of the ion C17H15N4S with charge +1, from OMol25.

Calculated values
gap between HOMO and LUMO: 5.911 eV
net charge: +1
E_LUMO: -4.08 eV
energy relative to the best compared isomer or geometry (same formula, charge and spin): 0.00 kcal/mol

Element x y z (Å)
S: 0.00 7.06 1.84
N: 1.72 5.91 0.33
N: -0.72 -2.26 0.22
N: -0.78 -5.85 1.23
N: 2.43 -0.93 -1.14
C: 1.03 3.49 0.40
C: 1.39 7.08 0.78
C: 0.26 -1.32 -0.15
C: -2.11 -1.99 -0.22
C: -0.04 5.33 1.67
C: 0.76 -3.55 1.69
C: 2.33 0.41 -0.82
C: 2.09 8.37 0.42
C: 0.89 4.85 0.79
C: 1.38 -1.74 -0.85
C: 0.12 0.03 0.10
C: 1.02 -4.77 2.29
C: -0.39 -3.49 0.86
C: 1.16 0.93 -0.27
C: -1.12 -4.70 0.67
C: 0.27 -5.92 2.03
C: 1.08 2.31 0.06
H: 1.88 -4.88 2.93
H: 1.44 9.07 -0.07
H: 1.44 -2.78 -1.14
H: -0.79 4.71 2.20
H: -2.22 -0.91 -0.53
H: -2.04 -4.72 0.07
H: -2.78 -2.17 0.67
H: 2.51 5.68 -0.29
H: 1.31 -2.66 1.81
H: -0.75 0.40 0.55
H: 0.60 -6.87 2.44
H: 2.47 8.82 1.35
H: 3.17 1.05 -1.01
H: -2.37 -2.61 -1.06
H: 2.93 8.19 -0.26

The following is a quantum chemistry calculation of an isolated molecule of C17H15NO3, from OMol25.

Calculated values
gap between HOMO and LUMO: 8.692 eV
SMILES string: O[C@H]1c2ccccc2-c2c3c(cc4c2[C@@H]1NCC4)OCO3
E_LUMO: 0.64 eV
energy relative to the best compared isomer or geometry (same formula, charge and spin): 46.28 kcal/mol

Element x y z (Å)
O: 3.56 -1.97 1.06
O: -2.76 1.48 -1.56
O: 3.03 0.28 1.45
N: -2.12 -1.18 -1.76
C: 2.32 -1.64 0.60
C: 0.24 -2.14 -0.54
C: -1.27 3.31 0.02
C: 0.65 0.10 0.50
C: -0.80 2.02 -0.14
C: 0.65 2.35 1.79
C: 0.08 3.63 1.94
C: -0.64 -3.05 -1.36
C: -0.15 -0.80 -0.27
C: 0.18 1.51 0.74
C: -0.88 4.13 1.07
C: -2.10 -2.60 -1.40
C: 1.53 -2.55 -0.10
C: -1.38 1.14 -1.23
C: -1.48 -0.30 -0.73
C: 1.95 -0.34 0.88
C: 3.99 -0.78 1.72
H: 4.99 -0.53 1.29
H: 0.44 4.29 2.76
H: -1.30 5.14 1.22
H: 4.05 -0.94 2.79
H: -2.54 -2.74 -0.41
H: 1.93 -3.55 -0.28
H: -1.71 -1.00 -2.67
H: -2.19 -0.39 0.14
H: -2.70 -3.20 -2.12
H: -0.63 -4.03 -0.90
H: -0.22 -3.15 -2.38
H: -3.26 0.64 -1.74
H: -2.03 3.65 -0.66
H: -0.82 1.27 -2.18
H: 1.38 1.93 2.48

The following is a quantum chemistry calculation of an isolated molecule of C17H15NO5, from OMol25.

Calculated values
gap between HOMO and LUMO: 9.069 eV
SMILES string: O=C(CCc1ccccc1)Nc1cc(C(=O)O)cc(C(=O)O)c1
E_LUMO: 0.02 eV
energy relative to the best compared isomer or geometry (same formula, charge and spin): 0.00 kcal/mol

Element x y z (Å)
O: -3.83 -3.75 0.08
O: -5.80 -2.75 -0.23
O: -4.28 3.37 -0.15
O: -6.15 2.17 -0.40
O: -0.12 2.30 0.50
N: -0.55 0.06 0.49
C: -4.95 2.22 -0.22
C: -4.69 -0.23 -0.12
C: -2.53 -1.25 0.22
C: 2.33 0.35 -0.58
C: 4.16 -1.31 -0.16
C: -4.09 1.02 -0.06
C: 6.46 -0.63 -0.01
C: -4.47 -2.74 -0.04
C: -3.90 -1.37 0.02
C: 0.26 1.16 0.58
C: -1.93 0.01 0.28
C: 6.08 0.68 -0.26
C: 1.72 0.78 0.77
C: -2.72 1.15 0.14
C: 5.50 -1.63 0.04
C: 3.78 0.00 -0.41
C: 4.75 0.99 -0.46
H: 6.83 1.46 -0.30
H: 5.78 -2.65 0.23
H: -5.75 -0.31 -0.28
H: -4.89 4.12 -0.25
H: 7.50 -0.88 0.14
H: -0.11 -0.84 0.58
H: 1.78 -0.51 -0.98
H: -2.27 2.13 0.18
H: 3.42 -2.09 -0.12
H: 2.26 1.65 1.14
H: 2.22 1.18 -1.29
H: -1.95 -2.15 0.33
H: 4.46 2.01 -0.65
H: -6.12 -3.66 -0.25
H: 1.82 -0.04 1.49

The following is a quantum chemistry calculation of an isolated molecule of C17H15NO6S, from OMol25.

Calculated values
gap between HOMO and LUMO: 8.223 eV
SMILES string: Cc1ccc(/C=C/C(=O)O)cc1S(=O)(=O)Nc1ccc(C(=O)O)cc1
E_LUMO: -0.67 eV
energy relative to the best compared isomer or geometry (same formula, charge and spin): 8.51 kcal/mol

Element x y z (Å)
S: 0.39 0.15 1.22
O: 7.34 1.67 0.66
O: -6.61 2.83 -0.04
O: 7.56 0.57 -1.26
O: 1.05 -0.73 2.14
O: -8.02 1.24 -0.76
O: 0.17 1.50 1.63
N: 1.27 0.17 -0.24
C: 3.41 -0.15 -1.31
C: 5.39 0.77 -0.31
C: -3.59 -1.45 -0.28
C: -0.11 -2.83 0.30
C: 4.77 0.07 -1.34
C: -2.22 0.32 0.55
C: 2.64 0.35 -0.26
C: -2.52 -2.31 -0.20
C: -6.81 1.68 -0.35
C: -1.27 -1.88 0.25
C: -1.15 -0.55 0.62
C: -4.56 0.84 0.04
C: 4.62 1.27 0.74
C: 3.26 1.06 0.77
C: -5.82 0.60 -0.35
C: -3.47 -0.11 0.10
C: 6.85 0.98 -0.38
H: -4.32 1.85 0.34
H: 2.65 1.44 1.58
H: 0.91 -0.44 -0.96
H: 0.41 -2.86 -0.66
H: 8.30 1.77 0.56
H: -4.54 -1.82 -0.63
H: -0.46 -3.84 0.51
H: -6.18 -0.36 -0.67
H: 5.37 -0.31 -2.15
H: 5.10 1.81 1.54
H: 2.93 -0.70 -2.11
H: -2.05 1.34 0.86
H: -8.66 1.97 -0.75
H: -2.64 -3.34 -0.49
H: 0.60 -2.53 1.07

The following is a quantum chemistry calculation of a cluster of 2 separate species, C17H16Br2N2O9P2 in total, from OMol25.

Calculated values
gap between HOMO and LUMO: 6.710 eV
SMILES string: CC[C@H](Br)c1cc2c(c(P(O)Br)c1)C(=O)N(P(=N)(O)O)C2=O.O=C1C=C(O)C(=O)C=C1O
E_LUMO: -2.10 eV

Element x y z (Å)
Br: -1.07 -3.82 -1.17
Br: 2.05 1.92 4.93
P: -0.07 1.73 4.05
P: 4.67 2.91 -0.08
O: -5.52 -0.49 -4.62
O: -1.10 0.76 5.11
O: 5.89 1.62 -0.14
O: -0.77 1.01 -2.02
O: -4.94 -1.21 -2.03
O: 2.11 3.64 2.02
O: -1.39 1.80 -4.57
O: 3.04 0.99 -2.28
O: 5.06 3.86 1.34
N: 4.76 3.85 -1.44
N: 3.00 2.29 -0.03
C: -0.97 -4.15 3.19
C: 0.18 0.70 2.42
C: -1.96 0.63 -2.62
C: 0.72 -1.05 -0.41
C: 2.17 2.60 1.20
C: -2.21 1.09 -4.01
C: -3.46 0.67 -4.66
C: -0.60 -0.72 2.18
C: 2.60 1.22 -1.02
C: 1.21 1.23 1.25
C: -1.12 -3.02 0.66
C: -2.84 -0.13 -1.97
C: -0.31 -1.57 0.78
C: -4.10 -0.53 -2.61
C: 1.49 0.38 -0.15
C: -0.28 -4.04 1.69
C: -4.35 -0.09 -4.01
H: -1.55 -5.16 3.21
H: 0.81 -3.58 1.87
H: 6.68 1.96 0.40
H: -2.23 -2.86 1.01
H: -0.09 -5.08 1.17
H: -2.67 -0.47 -0.95
H: -0.30 1.55 -2.69
H: -1.69 -3.24 3.44
H: -0.09 -4.08 4.00
H: -1.34 -1.12 3.01
H: -3.63 1.00 -5.68
H: -5.99 -1.03 -3.94
H: 0.92 -1.65 -1.41
H: 4.79 4.82 1.21
H: -0.47 0.05 5.48
H: 5.00 4.82 -1.12

The following is a quantum chemistry calculation of a structure of composition C17H16BrClSr, from OMol25.

Calculated values
gap between HOMO and LUMO: 4.528 eV
net charge: -2
E_LUMO: 4.91 eV
energy relative to the best compared isomer or geometry (same formula, charge and spin): 66.78 kcal/mol

Element x y z (Å)
Sr: -0.70 0.72 -0.41
Br: -1.56 -0.90 1.92
Cl: 3.22 -1.57 -1.55
C: 3.02 -2.07 0.09
C: -1.75 2.71 1.15
C: 3.40 -3.52 1.95
C: 2.42 -2.86 2.73
C: 1.13 -0.67 0.29
C: 3.73 -3.12 0.64
C: -1.35 0.24 -2.95
C: -2.82 -0.69 -1.40
C: 0.32 3.05 0.15
C: -3.26 0.63 -1.69
C: -1.97 3.24 -0.15
C: -0.33 2.59 1.35
C: -1.64 -0.96 -2.17
C: -0.69 3.44 -0.78
C: -2.34 1.20 -2.65
C: 2.06 -1.46 0.88
C: 1.78 -1.78 2.23
H: 0.95 0.36 0.70
H: -2.36 2.24 -2.99
H: 1.37 2.83 -0.13
H: -0.37 0.46 -3.41
H: 4.49 -3.63 0.04
H: 0.92 -1.26 2.70
H: -2.53 2.29 1.80
H: 2.15 -3.18 3.74
H: -0.54 3.68 -1.84
H: -3.22 -1.31 -0.59
H: -2.95 3.40 -0.61
H: 0.38 -1.07 -0.44
H: -4.08 1.16 -1.19
H: -0.91 -1.75 -1.93
H: 3.90 -4.36 2.38
H: 0.12 1.94 2.12

The following is a quantum chemistry calculation of an isolated molecule of C17H16BrNO3, from OMol25.

Calculated values
gap between HOMO and LUMO: 8.339 eV
SMILES string: CCCc1cc2c(cc1NC(=O)c1ccc(Br)cc1)OCO2
E_LUMO: 0.38 eV
energy relative to the best compared isomer or geometry (same formula, charge and spin): 30.84 kcal/mol

Element x y z (Å)
Br: 5.84 0.55 -0.30
O: -5.26 2.51 -0.46
O: -6.50 0.61 -0.01
O: -0.51 -0.79 1.88
N: -1.02 0.17 -0.12
C: 1.28 -0.06 0.52
C: -1.88 -2.82 -0.96
C: -4.42 1.45 -0.26
C: -2.43 0.17 -0.06
C: -1.20 -4.17 -0.77
C: -6.57 2.00 -0.29
C: -2.52 -2.34 0.34
C: 3.12 0.08 -1.03
C: 1.77 -0.09 -0.79
C: 3.52 0.32 1.34
C: -4.56 -0.91 0.22
C: -0.16 -0.27 0.85
C: 3.98 0.30 0.03
C: -5.17 0.30 0.01
C: 2.17 0.13 1.57
C: -3.05 1.40 -0.30
C: -3.17 -0.99 0.18
H: -2.65 -2.91 -1.73
H: -5.16 -1.79 0.41
H: -1.91 -4.92 -0.44
H: 4.20 0.47 2.16
H: -3.28 -3.06 0.65
H: -7.06 2.52 0.55
H: -0.63 0.82 -0.80
H: -0.74 -4.51 -1.69
H: -1.77 -2.29 1.13
H: 3.50 0.05 -2.04
H: 1.11 -0.28 -1.62
H: -7.15 2.16 -1.21
H: -1.14 -2.09 -1.31
H: -2.47 2.29 -0.50
H: 1.78 0.13 2.58
H: -0.42 -4.09 -0.01

Strongest force on any atom per entry: 4.0; 2.6; 2.5; 0.6; 1.0; 9.7; 4.6; 1.3 eV/A